C6H10 | ωB97M-V/def2-TZVPD

```
16
Properties=species:S:1:pos:R:3
C 2.04124 -0.07538 -0.00853
C 0.55970 -0.24031 0.34020
C -0.66676 -1.12794 -0.80062
C -1.89275 -0.37173 -0.46142
C -1.65845 0.73477 0.24389
C -0.21662 1.02772 0.56760
H 2.55501 0.54991 0.74429
H 2.15523 0.42058 -0.97407
H 2.59053 -1.02658 -0.03599
H 0.52816 -0.84347 1.28195
H -0.58264 -1.30961 -1.88877
H -0.14545 -1.78178 -0.16636
H -2.88786 -0.57860 -0.87172
H -2.43842 1.42792 0.52985
H 0.17075 1.81007 -0.09854
H -0.11167 1.38444 1.59825
```

Energy above the lowest of the compared OMol25 structures with the same formula, charge and spin in kJ/mol: 227.6
Structure (SMILES): CC1CC=CC1
Kohn-Sham gap in Ha: 0.3542
Molecular weight in g mol⁻¹: 82.1
Max |F| in eV Å⁻¹: 3.172
LUMO energy in eV: 1.203

***

C20H60FeN2O26 | ωB97M-V/def2-TZVPD

```
109
Properties=species:S:1:pos:R:3
Fe 0.56864 0.38260 0.79431
N 0.16508 -1.65143 3.16546
O 0.32243 -0.51782 2.75511
O 1.17392 -2.18174 3.75935
O -0.75688 -2.31521 2.91817
N 3.32206 -1.70049 0.84606
O 3.41662 -2.40371 1.85393
O 4.30035 -1.37108 0.22440
O 2.23087 -1.21158 0.60897
C -0.85749 -1.04989 -1.25095
C 0.12773 -0.24838 -2.02193
O 0.47297 0.92140 -1.21817
O -0.52749 -1.24317 0.07877
H -0.95533 -1.89362 -1.93407
H -1.71725 -0.38185 -1.30229
H -0.13663 -0.09713 -3.06852
H 1.06252 -0.80797 -2.05520
H 0.87819 1.48984 -1.87716
H -0.87085 -2.11334 0.29438
C 3.88410 2.43468 2.53507
C 2.60142 1.58315 2.82825
O 1.75831 1.80074 1.76125
O 3.55726 3.72845 1.99051
H 4.34286 1.92051 1.69053
H 4.65868 2.46793 3.30125
H 2.12899 1.94619 3.74100
H 2.96875 0.55709 2.84718
H 1.97601 2.68308 1.45194
H 4.30053 4.31244 2.15822
C 2.47972 -3.31392 -2.63992
C 3.08440 -4.76489 -2.78935
O 2.81533 -5.33107 -4.10091
O 1.12077 -3.32110 -2.95967
H 2.90054 -2.60730 -3.35526
H 2.72147 -2.88606 -1.66699
H 2.66749 -5.46101 -2.06156
H 4.16928 -4.81963 -2.69908
H 3.21774 -6.20130 -4.05198
H 1.05878 -3.61267 -3.87222
C -4.38993 0.41701 -3.30975
C -3.86551 1.57970 -2.51414
O -4.56632 1.85634 -1.32766
O -4.25170 -0.71400 -2.51938
H -3.82931 0.32907 -4.24039
H -5.45585 0.49210 -3.52490
H -4.08494 2.44481 -3.13986
H -2.79044 1.57171 -2.33450
H -4.63052 1.01012 -0.87890
H -5.07096 -0.91073 -2.05928
C -2.54907 0.38599 4.71187
C -3.88443 -0.35757 4.59340
O -4.90941 0.11322 5.52002
O -2.55351 1.72737 4.19002
H -1.90890 -0.17402 4.03021
H -2.17265 0.31344 5.73223
H -3.69581 -1.38222 4.91374
H -4.28657 -0.51442 3.59252
H -5.00264 1.06488 5.43483
H -2.57478 2.36004 4.91174
C 2.69510 1.08434 -4.30770
C 3.06867 2.12709 -3.25686
O 1.80862 2.65181 -2.71000
O 2.68119 -0.25746 -3.79914
H 3.46406 0.97454 -5.07238
H 1.66997 1.25168 -4.63814
H 3.59468 2.95773 -3.72744
H 3.76388 1.80693 -2.48080
H 1.88583 3.60734 -2.65915
H 3.59175 -0.39483 -3.52783
C -5.48605 3.00969 2.85722
C -4.94658 2.53454 1.49467
O -4.02700 1.39851 1.41942
O -6.56093 3.90796 2.63367
H -4.72154 3.32095 3.56907
H -5.94967 2.12260 3.28876
H -4.36519 3.29021 0.96643
H -5.79219 2.32341 0.84008
H -4.38063 0.51315 1.30675
H -6.99383 4.18970 3.44289
C -3.17211 -4.49509 1.93399
C -2.74037 -3.42051 0.82047
O -1.43752 -3.66516 0.35341
O -2.51029 -4.35907 3.16569
H -3.24705 -5.49221 1.50013
H -4.19374 -4.13832 2.06477
H -2.87252 -2.38024 1.11794
H -3.37320 -3.53806 -0.05919
H -1.27850 -4.60983 0.41595
H -1.84760 -3.67398 3.05132
C 6.21430 -1.57389 -2.50770
C 6.96778 -0.82581 -3.60525
O 8.21827 -0.43100 -3.09163
O 4.84239 -1.25102 -2.49766
H 6.44341 -1.21497 -1.50432
H 6.45601 -2.62907 -2.63531
H 6.57018 0.12991 -3.94672
H 7.05786 -1.36818 -4.54643
H 8.71357 -1.25260 -3.12705
H 4.48827 -1.47657 -1.63434
C -0.67434 4.15911 0.74813
C -1.00336 3.09731 1.78415
O -1.09798 1.73077 1.25814
O 0.52675 3.96647 0.07733
H -0.76407 5.08904 1.30962
H -1.42713 4.22947 -0.03703
H -2.02293 3.32196 2.09737
H -0.53882 3.04835 2.76899
H -2.04892 1.60926 1.20760
H 0.59287 4.66047 -0.58266
```

Energy above the lowest of the compared OMol25 structures with the same formula, charge and spin in kJ/mol: 177.9
⟨S²⟩: 6.006
2S+1: 5
Kohn-Sham gap (alpha / beta) in Ha: 0.2846 / 0.2833
Molecular weight in g mol⁻¹: 800.5
Max |F| in eV Å⁻¹: 8.845
LUMO energy (alpha / beta) in eV: -0.219 / -0.218

***

H27O14 | ωB97M-V/def2-TZVPD

```
41
Properties=species:S:1:pos:R:3
O -3.62671 -0.75667 1.80352
H 1.69061 -0.44504 0.89771
O -0.88786 2.00673 -1.75913
H 2.85877 -2.60092 0.72738
H 0.46566 -4.80072 1.32916
O 0.35043 3.48146 -3.56235
H 1.57694 -4.77410 0.35670
H 0.87621 4.25227 -0.53901
O 1.62028 3.72446 -0.12758
H 1.97131 -1.48359 -1.20412
H 1.18395 2.82017 -0.07643
O 1.74707 -2.33251 -1.47910
H -3.17813 -0.82935 2.67618
H -1.26486 1.23526 -2.10403
O 3.36945 -3.32570 0.37968
H -3.58019 3.75699 -0.06081
H 1.82690 -1.31341 3.26401
O -3.02880 4.18564 0.57270
H 0.31833 -0.32569 1.13865
H 3.91297 -2.86564 -0.31445
O 0.57236 -4.71035 0.44212
H 0.07438 2.68154 -3.13125
H -1.37492 -2.85767 -2.71018
O 0.38401 0.13254 -0.90902
H 0.46295 -0.12807 -1.73623
H 1.30985 3.45509 -3.77133
O 0.44938 1.53759 4.02224
H 1.20415 1.04832 3.68455
H 0.37890 2.43450 3.74874
O 1.69397 -1.13879 4.24902
H -2.39397 3.61213 0.99493
H -3.13732 -1.41178 1.38148
O 1.09405 -0.88699 1.38301
H -3.12799 1.77022 -2.27558
H 0.87563 -0.44985 4.04803
O -0.62916 -3.13143 -3.32167
H 1.07156 -2.55682 -0.92980
H 0.31090 -3.01958 -2.86627
O -3.73962 1.20338 -2.10663
H -0.22981 1.72923 -0.93888
H -3.45163 1.07715 -1.17599
```

Net charge: -1
Energy above the lowest of the compared OMol25 structures with the same formula, charge and spin in kJ/mol: 548.2
Kohn-Sham gap in Ha: 0.2845
Molecular weight in g mol⁻¹: 251.2
Max |F| in eV Å⁻¹: 9.105
LUMO energy in eV: 2.319

***

C2H2N2O2S | ωB97M-V/def2-TZVPD

```
9
Properties=species:S:1:pos:R:3
N 0.00766 -2.19300 1.30412
C 0.00556 -1.35568 0.51845
C -0.19616 -0.24137 -0.41815
S 1.54472 0.05493 -1.15644
N -0.57892 1.00420 0.16316
O -1.73656 1.31908 -0.08060
O 0.23149 1.51964 0.90500
H -1.08688 -0.54254 -1.23844
H 1.80909 0.43475 0.00291
```

Energy above the lowest of the compared OMol25 structures with the same formula, charge and spin in kJ/mol: 417.5
Structure (SMILES): N#C[C@H](S)[N+](=O)[O-]
Kohn-Sham gap in Ha: 0.3463
Molecular weight in g mol⁻¹: 118.1
Max |F| in eV Å⁻¹: 5.270
LUMO energy in eV: -1.159

***

C3H4ClNO2S | ωB97M-V/def2-TZVPD

```
12
Properties=species:S:1:pos:R:3
C -0.40746 0.10574 0.43959
C 0.11618 0.93019 -0.75918
C -1.54854 0.83502 0.35969
N -1.12500 1.69189 -0.69164
O 0.22646 -0.95886 1.10989
O 2.90226 -1.61964 1.33432
S 1.60019 -2.17227 1.44428
Cl 1.31476 -3.13035 -0.46603
H 1.15201 1.48010 -0.61780
H 0.04873 0.36767 -1.74737
H -2.50685 0.93791 1.04666
H -1.77275 1.53259 -1.45241
```

Energy above the lowest of the compared OMol25 structures with the same formula, charge and spin in kJ/mol: 330.7
⟨S²⟩: 2.017
2S+1: 3
Kohn-Sham gap (alpha / beta) in Ha: 0.2241 / 0.2454
Molecular weight in g mol⁻¹: 153.6
Max |F| in eV Å⁻¹: 10.710
LUMO energy (alpha / beta) in eV: 0.261 / -3.075

***

C27H36N6O4 | ωB97M-V/def2-TZVPD

```
73
Properties=species:S:1:pos:R:3
N -1.27136 -2.60276 -0.90630
O -0.14711 -2.86723 -0.60014
O -1.80097 -3.13222 -1.82862
O -1.76895 -1.57061 -0.42150
C -5.13183 -0.44890 -1.53750
C -5.27037 -1.45206 -0.42186
O -5.90622 -1.34319 0.62758
N -4.57859 -2.80341 -0.60190
H -5.13543 -3.36475 -1.23034
H -3.68466 -2.62399 -1.03642
C -4.45869 -3.56011 0.71844
H -5.91004 0.29245 -1.35607
H -5.48237 -0.84151 -2.49201
H -4.16445 0.05115 -1.58479
H -3.63031 -3.18863 1.32166
H -4.16957 -4.56079 0.39728
H -5.40865 -3.56274 1.25294
C 1.66378 -3.13118 3.04592
N 0.87987 -1.89954 2.81516
C -0.40665 -1.82224 3.24739
C -1.16570 -0.68850 2.93163
C -0.58965 0.26810 2.11783
C 0.70399 0.09959 1.65006
C 1.44114 -0.98625 2.12396
C -1.29489 1.49005 1.70873
C -1.55727 2.39156 2.71272
C -2.25661 3.60110 2.38360
N -2.73267 3.75547 1.17612
C -2.37821 2.94350 0.14946
C -1.75568 1.71823 0.45505
C -3.38431 5.05490 0.79141
H 1.79440 -3.70250 2.12687
H 1.16209 -3.72785 3.80775
H 2.57108 -2.77778 3.53584
H -0.79464 -2.67266 3.78836
H -2.16661 -0.61817 3.33117
H 1.09364 0.87759 1.01030
H 2.48578 -1.10792 1.87833
H -1.11870 2.18773 3.67838
H -2.32694 4.44449 3.05453
H -2.68264 3.23449 -0.84504
H -1.47939 1.01018 -0.31223
H -4.04487 4.90327 -0.06227
H -2.66595 5.80927 0.47053
H -3.99914 5.33238 1.64761
C 6.62812 3.24113 0.91353
N 5.65355 2.36636 0.23063
C 5.96748 1.05554 -0.05169
C 5.10758 0.21135 -0.76124
C 3.85694 0.70143 -1.18808
C 3.62177 2.06481 -0.96354
C 4.51839 2.92062 -0.25848
C 2.79686 -0.07997 -1.94108
C 1.39912 0.25887 -1.86533
C 0.53357 -0.47505 -2.65946
N 0.94712 -1.49435 -3.47222
C 2.26505 -1.82169 -3.49762
C 3.22278 -1.15141 -2.72271
C -0.05299 -2.25252 -4.22138
H 7.31362 3.67398 0.18496
H 7.11890 2.71499 1.73232
H 6.13776 4.01852 1.49947
H 6.92279 0.67833 0.28221
H 5.58776 -0.74792 -0.88627
H 2.66669 2.42461 -1.31677
H 4.35199 3.92916 0.09021
H 0.90054 0.99307 -1.24987
H -0.51409 -0.21332 -2.67763
H 2.49010 -2.73554 -4.02737
H 4.26955 -1.41621 -2.74592
H -1.05282 -2.08535 -3.82075
H 0.19541 -3.30523 -4.08642
H 0.07076 -1.88224 -5.23906
```

Net charge: +4
Energy above the lowest of the compared OMol25 structures with the same formula, charge and spin in kJ/mol: 247.7
Kohn-Sham gap in Ha: 0.2511
Molecular weight in g mol⁻¹: 508.6
Max |F| in eV Å⁻¹: 4.611
LUMO energy in eV: -11.578